A structure of composition C21H23BrIrN7O3, computed with the ωB97M-V functional and the def2-TZVPD basis.

Atoms and positions in Å:
Ir (0.013830, 0.013840, 0.176525)
Br (-0.379871, -3.826946, -9.587637)
C (0.825399, -3.898808, -8.144267)
C (1.646902, -5.002881, -7.986976)
C (2.543281, -5.026428, -6.931548)
C (2.582199, -3.980840, -6.011833)
C (1.770565, -2.860972, -6.199497)
C (0.897823, -2.819490, -7.266185)
N (3.591846, -4.118296, -5.020694)
N (3.573052, -3.548192, -3.920551)
C (2.428164, -3.041317, -3.266897)
C (1.184663, -3.627476, -3.262157)
C (0.150739, -3.178915, -2.417831)
C (0.375140, -2.115883, -1.589111)
O (-0.529645, -1.561054, -0.725716)
C (1.632707, -1.528703, -1.548779)
N (1.758078, -0.495079, -0.658145)
C (2.934595, 0.121855, -0.563547)
C (4.038657, -0.280274, -1.303382)
C (3.928888, -1.329009, -2.194427)
C (2.692820, -1.971012, -2.351549)
H (1.603777, -5.819616, -8.693003)
H (3.220740, -5.858861, -6.796575)
H (1.844176, -2.002756, -5.545016)
H (0.277891, -1.950764, -7.436695)
H (0.993395, -4.469667, -3.912754)
H (-0.814114, -3.667480, -2.436171)
H (3.002095, 0.962559, 0.113319)
H (4.975354, 0.239558, -1.166099)
H (4.781207, -1.663553, -2.771187)
N (0.711264, 0.917966, 1.956932)
C (0.055886, 2.226696, 2.280913)
C (-0.647943, 2.205708, 3.638224)
C (-1.865261, 1.280233, 3.767330)
C (-3.195494, 1.847019, 3.247820)
N (-3.462627, 1.592173, 1.829656)
C (-3.729640, 0.410452, 1.296907)
N (-3.682270, 0.255446, -0.029797)
N (-4.004888, -0.640393, 2.072803)
C (-0.893422, 2.574993, 1.155380)
O (-1.654525, 3.500556, 1.204263)
O (-0.864027, 1.738903, 0.110655)
H (0.574224, 0.254416, 2.716301)
H (1.715816, 1.055818, 1.902108)
H (0.826926, 2.998228, 2.304074)
H (-0.937799, 3.231082, 3.872734)
H (0.095971, 1.927434, 4.388460)
H (-2.002970, 1.100017, 4.834938)
H (-1.673999, 0.293738, 3.328259)
H (-3.198786, 2.930447, 3.353853)
H (-4.034582, 1.486318, 3.845519)
H (-3.298086, 2.368051, 1.200509)
H (-3.500955, 1.046976, -0.626835)
H (-4.065383, -0.566779, -0.465753)
H (-4.195936, -0.510875, 3.051829)
H (-4.284546, -1.518759, 1.668804)

Cartesian forces, eV/Å:
Ir -0.01 0.02 0.07
Br 0.03 -0.01 0.04
C -0.04 0.04 -0.02
C 0.01 -0.01 0.04
C -0.05 -0.03 0.05
C -0.10 -0.27 -0.03
C 0.11 0.09 0.03
C -0.04 -0.01 -0.05
N 0.17 0.63 -0.13
N -0.11 -0.70 0.16
C 0.11 0.44 -0.04
C -0.13 -0.25 0.07
C -0.02 -0.12 -0.04
C -0.09 0.06 0.13
O 0.08 -0.01 -0.13
C 0.13 0.03 -0.05
N -0.03 -0.03 0.04
C -0.04 0.03 0.08
C 0.03 0.00 0.02
C -0.01 -0.02 -0.03
C -0.05 0.08 -0.09
H 0.00 -0.01 0.01
H 0.02 0.00 -0.02
H 0.02 0.00 0.00
H 0.01 0.02 0.00
H -0.02 0.02 -0.01
H -0.01 0.00 0.00
H 0.00 0.02 -0.02
H -0.01 0.01 0.00
H 0.01 -0.01 0.01
N 0.17 0.08 -0.27
C 0.07 0.01 0.03
C 0.02 -0.01 -0.06
C -0.04 0.04 0.18
C -0.04 0.03 -0.06
N -0.07 -0.14 -0.04
C -0.16 0.12 0.09
N -0.04 -0.04 -0.05
N 0.04 -0.05 0.03
C 0.12 -0.03 -0.08
O 0.12 0.13 -0.02
O -0.05 0.04 0.13
H -0.09 -0.02 -0.01
H 0.02 -0.04 0.07
H -0.01 0.01 -0.02
H -0.01 -0.01 -0.03
H 0.01 -0.01 0.00
H 0.01 -0.04 -0.01
H -0.02 -0.01 -0.01
H -0.06 -0.02 0.03
H 0.02 -0.07 -0.02
H 0.00 -0.02 0.01
H 0.04 0.00 0.02
H -0.03 0.01 0.00
H -0.03 0.00 0.00
H 0.03 0.00 0.00

Results
E: -4100.851486 Eh
Charge: +2
Frontier orbital gap: 5.1 eV
Maximum force: 0.72 eV/Å
Energy above the lowest of the compared OMol25 structures with the same formula, charge and spin: 0.000 eV
E_LUMO: -7.4 eV


A cluster of 2 separate species, C21H23BrN3O in total at a distorted geometry, computed with the ωB97M-V functional and the def2-TZVPD basis.

Atoms and positions in Å:
C (-0.255856, 3.716758, -5.682976)
C (-1.302825, 2.602254, -5.083586)
C (-2.820315, 2.549713, -5.765149)
C (-3.977030, 1.488456, -5.211635)
C (-3.534283, 0.502228, -3.977434)
C (-2.007071, 0.548032, -3.297025)
C (-0.832790, 1.612623, -3.827541)
C (0.690528, 1.684570, -3.140722)
C (0.802824, 0.560567, -1.915053)
C (0.892902, -1.010107, -2.332464)
N (0.956568, -2.188905, -1.401079)
C (0.919380, -1.678278, 0.011202)
C (0.926877, -2.832226, 1.217255)
C (0.878562, -2.497123, 2.821302)
C (0.840914, -3.796611, 3.856321)
C (-0.671317, -4.474891, 3.631695)
N (-1.731004, -3.572344, 3.483798)
C (0.845288, -0.917618, 3.307415)
C (0.778247, -0.640283, 4.921643)
C (0.923432, 0.931640, 5.365142)
C (1.464700, 1.072094, 6.926891)
Br (-0.771746, 1.991354, 5.216838)
C (0.841017, 0.217751, 2.119313)
C (0.872570, -0.124060, 0.485889)
N (0.816775, 1.020860, -0.485037)
H (-0.255783, 4.630944, -4.922043)
H (0.844616, 3.316850, -5.721345)
H (-0.669515, 4.125039, -6.699546)
H (-3.144720, 3.283588, -6.633518)
H (-5.072639, 1.435600, -5.636087)
H (-4.316620, -0.280208, -3.529250)
H (-1.823464, -0.223670, -2.434108)
H (0.881659, 2.782379, -2.783869)
H (1.505744, 1.336266, -3.940060)
H (0.892787, -1.255564, -3.500602)
H (0.941224, -3.973922, 0.884717)
H (1.031689, -3.502841, 4.975105)
H (1.655013, -4.555730, 3.427022)
H (-0.862867, -5.628046, 3.549232)
H (-2.625909, -4.082732, 3.317263)
H (1.673099, -1.225220, 5.428225)
H (-0.208377, -1.112249, 5.400693)
H (1.746406, 1.410074, 4.652785)
H (0.601679, 1.004406, 7.728934)
H (2.319409, 0.270309, 7.145611)
H (1.986907, 2.131760, 7.100808)
H (0.810700, 1.348766, 2.471709)
O (2.814575, 1.100715, -5.720568)
H (3.728039, 0.897027, -5.806110)

Cartesian forces, eV/Å:
C -0.76 0.04 1.21
C -1.95 -1.60 0.61
C 0.38 -2.67 3.24
C 4.50 -0.03 2.35
C 2.32 2.37 -1.35
C -1.14 2.45 -3.06
C -4.20 -0.67 -1.33
C -0.85 -1.34 -0.02
C -0.01 -0.74 2.72
C -0.02 -0.69 2.24
N -0.49 7.42 0.81
C 0.00 -0.31 1.86
C -0.12 2.58 2.15
C 0.22 1.84 -3.64
C -0.80 0.06 -2.02
C -3.24 3.59 -0.32
N 4.38 -4.41 0.73
C -0.18 -0.44 -4.25
C -0.24 -0.08 -0.08
C 2.14 -0.86 0.47
C 0.57 0.50 0.12
Br 1.04 -0.73 -0.11
C 0.08 -3.12 0.91
C -0.11 -0.93 0.34
N 0.05 -5.60 -2.77
H -0.03 -1.83 -1.54
H -2.15 0.46 -0.23
H 0.99 -0.97 1.88
H 1.05 -1.64 2.00
H 2.55 0.20 0.86
H 1.96 1.94 -1.12
H -0.22 1.79 -1.84
H -0.31 -2.30 -0.42
H -1.27 0.87 0.94
H 0.10 0.62 2.87
H -0.02 2.76 0.73
H -0.40 -0.65 -2.29
H -1.77 1.61 1.30
H 0.72 2.17 0.24
H 0.95 0.11 0.18
H -1.64 1.29 -1.11
H 2.00 1.09 -1.27
H -2.02 -0.83 1.52
H 1.72 -0.12 -1.82
H -2.01 1.58 -0.52
H -1.29 -2.25 -0.58
H 0.01 -2.63 -1.08
O -1.70 0.40 0.53
H 1.21 -0.26 -0.04

Results
E: -3626.723311 Eh
Charge: -1
Frontier orbital gap: 4.4 eV
Maximum force: 7.48 eV/Å
E_LUMO: 1.3 eV